Computed, not measured: a 13-piece molecular cluster, C16H48BF7IO14 overall at a distorted geometry, with ωB97M-V/def2-TZVPD.

Geometry as XYZ:
```
87
Properties=species:S:1:pos:R:3
O 0.00380 -2.02362 -0.99820
C -0.04931 -0.74961 -1.44107
O 1.05968 0.13348 -0.94826
B -1.27834 -0.16393 -2.41829
I -0.94103 1.92012 -3.15760
C -2.64554 -1.04205 -2.78372
F -3.30504 -0.63036 -4.04422
F -2.15942 -2.45339 -3.01732
C -3.63080 -1.11813 -1.47589
F -4.30358 -2.46861 -1.53904
F -2.93860 -1.06475 -0.16771
C -4.83756 -0.00895 -1.44598
F -6.10390 -0.67991 -1.85889
F -4.54994 1.25505 -2.16191
F -5.01225 0.37215 0.00536
C 1.06174 0.52139 3.00815
O 1.84964 1.29728 2.12403
H 1.23101 0.86654 4.03079
H 0.00516 0.64028 2.75589
H 1.35041 -0.52947 2.92815
H 1.67863 0.96829 1.22521
C -2.82853 -5.48089 -0.97564
O -3.21944 -4.93415 0.27045
H -2.17471 -6.33797 -0.79811
H -3.71456 -5.80875 -1.52480
H -2.28795 -4.72630 -1.55218
H -3.79822 -4.17619 0.08107
C 4.37147 -1.48089 1.09103
O 3.98056 -0.93415 2.33712
H 5.02529 -2.33797 1.26856
H 3.48544 -1.80875 0.54186
H 4.91205 -0.72630 0.51449
H 3.40178 -0.17619 2.14773
C 0.47147 2.82820 -6.87261
O 0.08056 3.37494 -5.62652
H 1.12529 1.97112 -6.69508
H -0.41456 2.50034 -7.42177
H 1.01205 3.58279 -7.44915
H -0.49822 4.13290 -5.81590
C 1.49626 4.53896 -0.50887
O 0.11849 4.32924 -0.25941
H 1.64290 4.70053 -1.57937
H 1.83701 5.41999 0.04051
H 2.06251 3.65886 -0.19454
H 0.01941 4.18887 0.69758
C 5.91563 -2.53273 4.15451
O 6.47474 -3.81005 4.40011
H 6.13657 -1.87934 5.00177
H 6.35427 -2.11026 3.24719
H 4.83273 -2.62383 4.04017
H 6.26264 -4.36736 3.63214
C -6.13826 1.91263 3.06759
O -5.35036 2.68852 2.18347
H -5.96899 2.25778 4.09023
H -7.19484 2.03151 2.81532
H -5.84959 0.86177 2.98759
H -5.52137 2.35953 1.28464
C 6.13493 -7.30669 4.83913
O 4.98977 -7.55382 4.04413
H 6.80164 -6.62902 4.30077
H 5.83233 -6.84415 5.78180
H 6.65493 -8.24794 5.03322
H 4.41735 -8.15754 4.54733
C 4.52469 1.81229 4.71864
O 5.08380 0.53497 4.96424
H 4.74563 2.46568 5.56590
H 4.96334 2.23476 3.81131
H 3.44180 1.72119 4.60430
H 4.87171 -0.02234 4.19627
C -9.33514 1.31628 -2.51450
O -9.38316 -0.09277 -2.64391
H -10.35309 1.69803 -2.40671
H -8.75284 1.58216 -1.62886
H -8.87846 1.74978 -3.40756
H -8.46634 -0.40258 -2.73782
C -0.76306 0.20902 -9.53381
O -0.13641 1.47824 -9.56301
H -0.64950 -0.22037 -8.53566
H -1.82601 0.32109 -9.76118
H -0.29010 -0.44883 -10.26701
H -0.25347 1.83423 -10.46019
C 2.26644 5.49454 4.37728
O 2.82555 4.21722 4.62287
H 2.48738 6.14793 5.22453
H 2.70508 5.91701 3.46995
H 1.18354 5.40344 4.26294
H 2.61345 3.65991 3.85490
```

Values from the calculation:
**Total charge**: -1
**Multiplicity**: 1
**Orbital gap**: 6.451 eV
**E_LUMO**: 1.3121 eV
**HOMO energy**: -0.189 Ha

Here are the Mulliken charges for atoms 1 to 4, given in e: number 1, O, carries -0.60; number 2, C, carries 0.24; number 3, O, carries -0.67; number 4, B, carries -0.03

***

Computed, not measured: C41H37Cl5P2Ti as an isolated structure at a distorted geometry, with ωB97M-V/def2-TZVPD.

Geometry as XYZ:
```
86
Properties=species:S:1:pos:R:3
Ti 0.96971 -0.65582 1.02555
C -1.47998 -3.33732 -0.95095
C -1.14454 -2.44842 -1.89727
C -2.15535 -1.94685 -2.89139
C -3.45070 -1.30615 -2.30591
C -3.40510 -0.79461 -0.89662
C -3.53516 -1.56663 0.18328
C -3.84151 -3.02491 0.08802
C -2.87950 -3.86720 -0.78331
C 0.82068 2.20962 1.93450
H -0.73686 -3.90633 -0.37902
H -0.10909 -2.22349 -2.14490
H -2.46605 -2.79678 -3.52471
H -1.68038 -1.21730 -3.56079
H -3.70509 -0.45762 -2.96131
H -4.26442 -2.04133 -2.41502
H -3.47041 0.29077 -0.83199
H -3.71110 -1.15827 1.16996
H -4.86331 -3.14905 -0.31681
H -3.85782 -3.44305 1.10283
H -2.78839 -4.85184 -0.30591
H -3.34757 -4.00979 -1.76775
H 1.31387 1.35133 2.42811
H 0.66607 2.97787 2.70599
H 1.51421 2.63257 1.18914
P 1.32859 -0.10706 -1.19993
P -0.80216 1.92764 1.22856
C -0.30706 0.53933 -1.34847
C -1.06350 1.13652 -0.35521
C 2.27467 -0.06014 -2.73057
C 1.66613 -0.22811 -3.99173
C 2.41764 -0.07875 -5.16402
C 3.77212 0.27655 -5.09904
C 4.40318 0.39166 -3.85311
C 3.67413 0.16886 -2.69030
C 1.21377 -2.00504 -0.36225
C 0.52960 -2.54583 0.84121
C 1.14742 -3.64781 1.52523
C 2.09467 -4.38718 0.85787
C 2.59978 -3.99787 -0.38689
C 2.23141 -2.79241 -0.97578
C -1.41665 3.60454 0.90944
C -0.70829 4.34889 -0.04539
C -1.11212 5.64981 -0.35870
C -2.22347 6.20710 0.27865
C -2.94667 5.45158 1.20654
C -2.54617 4.14641 1.52798
C -1.75269 1.17311 2.57195
C -1.20763 1.00398 3.85847
C -1.93507 0.36486 4.86224
C -3.20523 -0.15320 4.59130
C -3.74924 -0.01068 3.31033
C -3.03168 0.66841 2.31779
H -0.73534 0.43402 -2.35342
H -2.08151 1.41363 -0.67245
H 0.61291 -0.49764 -4.04729
H 1.94810 -0.24072 -6.13773
H 4.34246 0.45303 -6.01409
H 5.46860 0.64223 -3.79066
H 4.17972 0.18061 -1.72831
H -0.56756 -2.36566 0.92348
H 0.78241 -3.93388 2.50623
H 2.48753 -5.29657 1.30767
H 3.30954 -4.65165 -0.89683
H 2.71039 -2.44520 -1.88668
H 0.14465 3.89997 -0.56282
H -0.56544 6.21738 -1.10855
H -2.53096 7.23186 0.04707
H -3.83346 5.86650 1.67426
H -3.11864 3.54412 2.23857
H -0.20755 1.38139 4.06622
H -1.50589 0.27407 5.86170
H -3.76942 -0.66622 5.37087
H -4.73489 -0.43003 3.08607
H -3.44038 0.77387 1.31209
Cl 2.88118 2.61919 -0.71151
C 3.74750 1.50486 0.33958
C 3.11218 0.40498 0.93416
C 3.75338 -0.18159 2.01860
Cl 2.70770 -1.18047 3.04185
C 5.09586 0.08942 2.35470
Cl 5.86619 -0.72858 3.64580
C 5.79005 1.08238 1.61302
Cl 7.42936 1.40046 1.92918
C 5.09458 1.81765 0.62422
Cl 5.88903 3.08202 -0.20491
```

Values from the calculation:
**Total charge**: +2
**Multiplicity**: 1
**Orbital gap (alpha / beta)**: 5.968 / 5.986 eV
**E_LUMO (alpha / beta)**: -6.6673 / -6.6646 eV
**HOMO energy (alpha / beta)**: -0.464 / -0.465 Ha

Here are the Mulliken charges for atoms 1 to 4, given in e: number 1, Ti, carries -1.43; number 2, C, carries -0.51; number 3, C, carries -0.46; number 4, C, carries -1.33

***

Computed, not measured: C50H58N4OSSc as an isolated structure at a distorted geometry, with ωB97M-V/def2-TZVPD.

Geometry as XYZ:
```
115
Properties=species:S:1:pos:R:3
Sc 13.61005 12.76497 13.92037
C 7.16777 13.94441 13.99525
C 8.12882 14.35958 12.89964
C 9.55625 14.40588 13.41788
C 10.11441 15.43847 14.17613
C 9.45022 16.77346 14.57450
C 9.42309 17.03686 16.10730
C 11.45288 15.00158 14.50136
N 11.71727 13.72047 14.02717
C 10.54337 13.34631 13.31739
C 10.39436 12.17220 12.53290
C 11.27394 11.07282 12.60242
C 11.00772 9.77601 12.02003
C 9.77743 9.50323 11.19921
C 8.53915 9.29977 12.04492
C 12.05576 8.92039 12.39188
C 12.96815 9.68840 13.17776
C 14.18813 9.20600 13.73254
C 15.11411 10.00613 14.46026
N 14.94043 11.37812 14.76059
C 16.09261 11.76339 15.46662
C 16.29525 12.99043 16.17996
C 15.29855 13.95316 16.32488
N 14.18608 14.03253 15.52150
C 13.50924 15.21846 15.97387
C 12.35096 15.73001 15.33732
C 14.29551 15.87540 16.97025
C 15.42353 15.08056 17.22857
C 16.54780 15.27654 18.21306
C 16.39860 14.38913 19.46709
C 13.88251 17.16890 17.67805
C 14.33364 18.43743 16.94025
C 17.04331 10.67486 15.43544
C 16.39060 9.55149 14.90627
C 16.93273 8.13583 14.94197
C 16.27060 7.27467 16.04633
C 18.38911 10.73105 16.14197
C 18.35670 10.24816 17.56941
N 12.49424 11.00890 13.30823
C 12.30262 7.48915 11.92329
C 13.56737 7.33011 11.02709
H 6.15774 14.35693 13.85106
H 7.08850 12.84534 14.15241
H 7.56278 14.32898 14.95510
H 8.07022 13.67383 12.04307
H 7.82766 15.33355 12.47226
H 10.03957 17.62757 14.12621
H 8.48922 16.82837 14.09099
H 10.05412 17.85900 16.29965
H 8.44041 17.31628 16.47632
H 9.77140 16.12742 16.63169
H 9.63351 12.22752 11.73463
H 9.56799 10.38110 10.56521
H 9.97883 8.61196 10.59342
H 8.19262 10.20640 12.52382
H 7.73804 8.93436 11.39941
H 8.74103 8.58478 12.84874
H 14.36403 8.13674 13.64967
H 17.29224 13.20366 16.53903
H 12.17551 16.81962 15.44728
H 17.51671 15.10812 17.66616
H 16.64885 16.32965 18.49211
H 16.43774 13.32131 19.25398
H 17.09897 14.64674 20.24448
H 15.39408 14.57450 19.81906
H 12.75301 17.17045 17.74350
H 14.24896 17.17215 18.73534
H 14.05020 18.46306 15.87844
H 13.92274 19.30353 17.40649
H 15.44948 18.56944 16.95269
H 16.74161 7.60065 13.97245
H 18.03223 8.16422 15.05286
H 15.22379 7.54892 16.06837
H 16.35549 6.21535 15.83510
H 16.74154 7.44179 16.99280
H 19.07027 10.04430 15.56565
H 18.75065 11.78298 16.11139
H 17.54549 9.54789 17.69373
H 19.27686 9.77636 17.91227
H 18.12036 11.06682 18.24598
H 12.49910 6.84370 12.85846
H 11.45698 7.07087 11.40369
H 14.36366 7.89150 11.46186
H 13.90984 6.29522 10.90919
H 13.43596 7.71464 10.01469
O 14.20585 13.63315 12.15584
S 14.08456 12.66219 10.87863
C 15.82489 12.40908 10.48383
C 16.62700 13.54409 9.91587
C 16.89436 14.71929 10.64753
C 17.66690 15.74394 10.09977
C 18.03271 15.67228 8.76370
C 17.85954 14.50060 8.04121
C 17.08008 13.47132 8.58161
C 13.30586 13.69633 9.57379
C 13.14591 15.22162 9.77610
C 12.11236 15.72351 10.59644
C 12.07355 17.08959 10.76939
C 12.92703 17.95622 10.09252
C 13.94413 17.47897 9.33521
C 14.04645 16.08434 9.14929
H 15.85135 11.57752 9.73704
H 16.25520 11.94936 11.41654
H 16.42252 14.88031 11.63475
H 17.90532 16.60777 10.67715
H 18.46833 16.57677 8.28393
H 18.26905 14.39522 7.01191
H 16.83162 12.61303 7.98446
H 12.29126 13.22531 9.46698
H 13.93269 13.51778 8.72235
H 11.37972 15.14550 11.19820
H 11.38987 17.54798 11.45190
H 12.78250 18.99386 10.19477
H 14.67482 18.14896 8.85451
H 14.95657 15.76578 8.57122
```

Values from the calculation:
**Total charge**: +1
**Multiplicity**: 1
**Orbital gap (alpha / beta)**: 5.615 / 5.614 eV
**E_LUMO (alpha / beta)**: -3.5982 / -3.5988 eV
**Energy relative to the best compared isomer or geometry (same formula, charge and spin)**: 71.6 kJ/mol
**HOMO energy (alpha / beta)**: -0.339 / -0.339 Ha

Here are the Mulliken charges for atoms 1 to 4, given in e: number 1, Sc, carries 1.55; number 2, C, carries -1.26; number 3, C, carries -1.16; number 4, C, carries 0.24

***

| no. | molecular weight (g/mol) |
| --- | --- |
| 1 | 735.2 |
| 2 | 816.8 |
| 3 | 808.1 |